No. 1
Here is a molecular structure, C45H33F3IrNO3P2S6 from the OMol25 dataset. Energies are from ωB97M-V/def2-TZVPD.

Calculated values
- LUMO energy (alpha / beta) (eV) = 2.327 / 0.966
- total charge = -1
- 2S+1 = 6
- gap between HOMO and LUMO (alpha / beta) (eV) = 6.8 / 5.9
- expectation value of S² = 8.77

Structure (XYZ):
```
94
Properties=species:S:1:pos:R:3:forces:R:3:lowdin_spin:R:1
Ir 1.85982 -1.00611 -0.53058 0.2 -0.2 0.1 1.49
S 0.90537 -0.88034 -4.06728 -0.2 0.0 0.3 0.64
P -1.31153 0.17595 -2.44113 0.2 0.0 -0.3 0.36
C -1.54903 1.22772 -1.07483 0.1 -0.1 0.0 0.83
P -0.19384 2.09661 -0.43260 0.1 0.1 -0.1 0.16
S 1.72299 1.54800 -0.78637 -0.2 0.0 0.1 0.16
C -0.55956 2.40468 1.31617 0.0 -0.1 0.0 0.01
C -1.88540 2.43150 1.74413 0.0 -0.1 0.0 0.01
C -2.18478 2.77177 3.05383 0.0 0.0 0.0 0.00
C -1.16293 3.07903 3.94114 0.0 0.0 0.0 0.00
C 0.15779 3.03619 3.52043 0.0 -0.1 0.0 0.00
C 0.46128 2.69895 2.20845 0.0 0.0 0.1 0.00
C -0.37690 3.75672 -1.19386 0.0 0.0 0.0 0.04
C -1.64956 4.32136 -1.26086 0.0 0.0 0.0 0.01
C -1.84111 5.54419 -1.88361 0.0 0.0 0.0 0.00
C -0.76230 6.21671 -2.44287 0.0 0.0 0.0 0.00
C 0.50699 5.66366 -2.37049 0.0 0.0 0.0 0.00
C 0.70013 4.43666 -1.74949 0.0 0.0 0.0 0.01
C -1.59921 1.32138 -3.84191 -0.1 0.0 0.0 0.05
C -0.54233 2.16670 -4.18151 0.0 0.0 0.0 0.02
C -0.69959 3.12592 -5.16824 0.0 0.0 0.0 0.00
C -1.90917 3.23711 -5.84203 0.0 0.0 0.0 0.01
C -2.95690 2.38485 -5.52584 0.0 0.0 0.0 0.00
C -2.80485 1.43154 -4.52704 0.0 0.0 0.0 0.01
C -2.74603 -0.95008 -2.50879 0.0 0.0 0.1 0.05
C -3.96325 -0.59044 -1.93129 0.0 0.0 0.0 0.01
C -5.03516 -1.46977 -1.95342 0.0 0.0 0.0 0.00
C -4.89926 -2.71887 -2.54593 0.0 0.0 0.0 0.00
C -3.68934 -3.08369 -3.11773 0.0 0.0 0.0 0.00
C -2.61559 -2.20367 -3.10014 0.0 0.0 0.0 0.01
H -2.67120 2.16676 1.04720 0.0 0.0 0.0 0.01
H -3.21623 2.78581 3.38475 0.0 0.0 0.0 0.00
H -1.39588 3.33274 4.96820 0.0 0.0 0.0 0.00
H 0.96099 3.24333 4.21301 0.1 0.0 0.0 0.00
H 1.48884 2.64247 1.88018 0.1 0.0 0.0 0.00
H -2.49402 3.78653 -0.84520 0.0 0.0 0.0 0.00
H -2.83580 5.96826 -1.94132 0.0 0.0 0.0 0.00
H -0.91329 7.16898 -2.93633 0.0 0.0 0.0 0.00
H 1.35241 6.18295 -2.80475 0.0 0.0 0.0 0.00
H 1.68698 3.99409 -1.70588 0.0 0.0 0.0 0.01
H 0.40631 2.06527 -3.66538 0.0 0.0 0.0 0.00
H 0.12414 3.78500 -5.41228 0.0 0.0 0.0 0.00
H -2.03243 3.98441 -6.61632 0.0 0.0 0.0 0.00
H -3.89931 2.46374 -6.05413 0.0 0.0 0.0 0.00
H -3.62953 0.77470 -4.28026 0.0 0.0 0.0 0.00
H -4.04758 0.37731 -1.45171 0.0 0.0 0.0 0.00
H -5.97642 -1.18284 -1.50021 0.0 0.0 0.0 0.00
H -5.73360 -3.40959 -2.55383 0.0 0.0 0.0 0.00
H -3.57189 -4.06218 -3.56644 0.0 0.0 0.0 0.00
H -1.66383 -2.49919 -3.52418 0.1 0.0 0.0 0.00
F 1.94918 -4.00042 -2.28935 0.0 -0.1 0.0 0.02
C 1.12509 -4.59936 -1.44150 0.0 0.0 0.0 0.00
F 1.86752 -5.27755 -0.54371 0.0 0.0 0.0 0.00
F 0.46679 -5.55658 -2.16043 0.0 0.0 0.0 0.00
C 0.12920 -3.68101 -0.78535 0.0 0.0 0.0 0.02
C -1.05234 -4.27215 -0.34786 0.0 0.0 0.0 0.00
C -2.04401 -3.50941 0.23746 0.0 0.0 0.0 0.01
C -1.83736 -2.14174 0.30211 0.0 0.0 0.0 0.02
N -0.71011 -1.58176 -0.10690 0.0 0.1 0.1 0.13
C 0.30444 -2.30603 -0.58060 0.0 0.2 0.0 0.09
S 2.34615 -1.17860 -2.75790 0.0 0.1 -0.1 0.51
H -1.18947 -5.33801 -0.47777 0.0 0.0 0.0 0.00
H -2.96017 -3.95423 0.60029 0.0 0.0 0.0 0.00
H -2.59635 -1.46918 0.68689 0.0 0.0 0.0 0.00
O 3.92741 -2.92043 -0.54917 0.1 0.1 -0.1 0.06
C 4.53637 -1.86784 -0.40123 0.1 -0.1 -0.2 0.01
O 3.99986 -0.70121 -0.38172 -0.3 0.1 0.1 0.12
H 5.63415 -1.86524 -0.29077 0.0 0.0 0.0 0.00
O 1.50530 -0.79855 1.48647 0.1 0.2 0.1 0.05
C 2.17921 -1.17734 2.64108 0.0 -0.1 0.0 0.00
C 3.12296 -2.35722 2.45956 0.0 -0.1 0.0 0.00
C 2.77613 -3.59444 2.01079 0.0 0.0 0.1 0.00
C 3.86483 -4.50317 1.98478 0.0 0.0 0.1 0.00
C 5.02024 -3.93871 2.42991 0.0 0.0 0.0 0.00
S 4.79106 -2.30051 2.86580 0.0 0.0 0.0 0.00
C 2.94100 0.00234 3.25482 -0.1 0.1 -0.1 0.00
C 2.97713 0.40917 4.55746 0.0 0.0 0.0 0.00
C 3.78867 1.55787 4.76160 0.0 0.0 0.0 0.00
C 4.34765 2.00043 3.60102 0.0 0.0 0.0 0.00
S 3.89972 1.03185 2.26565 0.0 0.0 0.0 0.00
C 1.10631 -1.60647 3.63768 0.1 0.0 0.0 0.00
C 1.19297 -2.40532 4.73912 0.0 0.0 0.0 0.00
C -0.03558 -2.49180 5.45080 0.0 0.0 0.0 0.00
C -1.02099 -1.75593 4.86212 0.0 0.0 0.0 0.00
S -0.47059 -0.97024 3.44533 -0.1 0.1 0.0 0.00
H 1.76778 -3.83610 1.70376 0.0 0.0 0.0 0.00
H 3.79390 -5.52030 1.62758 0.0 0.0 0.0 0.00
H 5.99675 -4.39065 2.49766 0.0 0.0 0.0 0.00
H 2.42796 -0.09429 5.33989 0.0 0.0 0.0 0.00
H 3.94135 2.03100 5.72211 0.0 0.0 0.0 0.00
H 4.99876 2.84912 3.46102 0.0 0.0 0.0 0.00
H 2.10435 -2.91551 5.02022 0.0 0.0 0.0 0.00
H -0.17955 -3.08429 6.34398 0.0 0.0 0.0 0.00
H -2.04906 -1.66295 5.17589 0.0 0.0 0.0 0.00
```
Forces are in eV/Å.



No. 2
Here is a molecular structure, C45H33N8O4RhS3 from the OMol25 dataset. Energies are from ωB97M-V/def2-TZVPD.

Calculated values
- LUMO energy (alpha / beta) (eV) = -0.770 / -3.104
- 2S+1 = 5
- gap between HOMO and LUMO (alpha / beta) (eV) = 6.6 / 4.3
- expectation value of S² = 6.02

Structure (XYZ):
```
94
Properties=species:S:1:pos:R:3:forces:R:3:lowdin_spin:R:1
Rh -0.27287 -1.41359 0.97637 0.3 -0.3 0.0 1.66
N 1.63453 -1.42477 0.91951 -0.5 0.0 0.0 0.47
S 2.37905 -0.30469 0.13531 0.2 0.3 -0.3 0.13
N 1.87321 0.19452 -1.24418 0.2 -0.1 0.1 0.36
S 0.06905 0.63920 -1.48594 -0.2 0.0 0.1 0.27
N -1.54512 1.10070 -1.20265 0.0 0.0 0.0 0.23
S -2.50679 0.10644 -0.45795 -0.2 -0.2 0.2 0.10
N -2.06016 -1.13580 0.32547 0.3 0.3 -0.3 0.30
C -3.50761 1.15305 0.55831 0.0 0.0 0.0 0.01
C -2.92232 2.25620 1.15915 0.0 0.0 0.0 0.01
C -3.66052 2.97084 2.09089 0.0 0.0 0.0 0.00
C -4.95737 2.58330 2.39782 0.0 0.0 0.0 0.00
C -5.52638 1.47176 1.78645 0.0 0.0 0.0 0.00
C -4.79739 0.73896 0.86543 0.0 0.0 0.0 0.01
C -3.61548 -0.49954 -1.70948 0.0 0.0 0.0 0.02
C -3.67299 -1.86257 -1.93707 0.0 0.0 0.0 0.01
C -4.44446 -2.32462 -2.99635 0.0 0.0 0.0 0.00
C -5.13820 -1.42864 -3.79540 0.0 0.0 0.0 0.00
C -5.06916 -0.06012 -3.54841 0.0 0.0 0.0 0.00
C -4.29874 0.41501 -2.50150 0.0 0.0 0.0 0.01
C -0.19179 -0.54806 -2.79565 0.0 0.0 0.0 0.01
C -1.04393 -0.19732 -3.83657 0.0 0.0 0.0 0.01
C -1.37209 -1.15294 -4.78148 0.0 0.0 0.0 0.00
C -0.87413 -2.44707 -4.66496 0.0 0.0 0.0 0.01
C -0.03796 -2.78458 -3.61180 0.0 0.0 0.0 0.00
C 0.31951 -1.82878 -2.66995 0.0 0.0 0.0 0.01
C 0.50456 2.17473 -2.27829 0.0 0.0 0.0 0.00
C 0.01065 3.36325 -1.76666 0.0 0.0 0.0 0.00
C 0.43181 4.55688 -2.33797 0.0 0.0 0.0 0.00
C 1.31533 4.54777 -3.40679 0.0 0.0 0.0 0.00
C 1.79326 3.34344 -3.91037 0.0 0.0 0.0 0.00
C 1.39822 2.14551 -3.33974 0.0 0.0 0.0 0.00
C 2.71607 1.01819 1.26568 -0.1 0.0 0.1 0.02
C 2.96057 0.69603 2.59554 0.0 0.0 0.0 0.01
C 3.16783 1.72486 3.49890 0.0 0.0 0.0 0.00
C 3.13165 3.04483 3.06518 0.0 0.0 0.0 0.00
C 2.89041 3.34585 1.73243 0.0 0.0 0.0 0.00
C 2.67601 2.32672 0.81502 0.0 0.0 0.0 0.00
C 3.96487 -0.97641 -0.26122 0.0 -0.1 0.0 0.03
C 5.05292 -0.13756 -0.44951 0.0 0.0 0.0 0.01
C 6.26350 -0.70296 -0.81746 0.0 0.0 0.0 0.00
C 6.36729 -2.07802 -0.98860 0.0 0.0 0.0 0.01
C 5.26600 -2.90109 -0.79094 0.0 0.0 0.0 0.00
C 4.04839 -2.35166 -0.42263 0.0 0.0 0.0 0.02
H -1.89721 2.52020 0.94251 0.0 0.0 0.0 0.00
H -3.20753 3.81749 2.58894 0.0 0.0 0.0 0.00
H -5.52666 3.14273 3.12863 0.0 0.0 0.0 0.00
H -6.53379 1.16789 2.03732 0.0 0.0 0.0 0.00
H -5.22182 -0.14130 0.39936 0.0 0.0 0.0 0.00
H -3.11490 -2.53522 -1.29830 0.0 0.0 0.0 0.00
H -4.49999 -3.38720 -3.19222 0.0 0.0 0.0 0.00
H -5.74063 -1.79440 -4.61701 0.0 0.0 0.0 0.00
H -5.61536 0.63395 -4.17345 0.0 0.0 0.0 0.00
H -4.22183 1.47734 -2.30326 0.0 0.0 0.0 0.00
H -1.44872 0.80531 -3.89542 0.0 0.0 0.0 0.00
H -2.02667 -0.89091 -5.60235 0.0 0.0 0.0 0.00
H -1.14291 -3.19526 -5.39931 0.0 0.0 0.0 0.00
H 0.34347 -3.79240 -3.51385 0.0 0.0 0.0 0.00
H 0.97664 -2.08453 -1.85064 0.0 0.0 0.0 0.00
H -0.68556 3.35491 -0.94090 0.0 0.0 0.0 0.00
H 0.06161 5.49376 -1.94333 0.0 0.0 0.0 0.00
H 1.63415 5.48181 -3.85073 0.0 0.0 0.0 0.00
H 2.47957 3.33623 -4.74659 0.0 0.0 0.0 0.00
H 1.78035 1.20264 -3.70829 0.0 0.0 0.0 0.00
H 2.95665 -0.33746 2.91830 0.0 0.0 0.0 0.00
H 3.33054 1.49673 4.54424 0.0 0.0 0.0 0.00
H 3.27628 3.84506 3.77902 0.0 0.0 0.0 0.00
H 2.85057 4.37685 1.40654 0.0 0.0 0.0 0.00
H 2.46423 2.54029 -0.22536 0.0 0.0 0.0 0.00
H 4.96015 0.93062 -0.30246 0.0 0.0 0.0 0.00
H 7.12787 -0.06912 -0.96371 0.0 0.0 0.0 0.00
H 7.31743 -2.51273 -1.27028 0.0 0.0 0.0 0.00
H 5.35101 -3.97254 -0.91278 0.0 0.0 0.0 0.00
H 3.18375 -2.97664 -0.23992 0.0 0.0 0.0 0.00
O 0.62117 0.59632 7.58523 0.0 -0.3 -0.1 0.00
C 0.23819 -0.56913 7.34792 0.0 0.8 0.1 0.00
O 0.03222 -1.53397 8.08813 0.0 -0.4 0.1 0.00
C -0.03925 -0.82224 5.84884 0.0 -0.1 0.0 0.00
C -0.25106 -2.11057 5.37852 0.0 0.0 -0.1 0.01
C -0.41747 -2.32183 4.02181 0.0 0.0 0.0 0.02
N -0.39652 -1.30715 3.15656 0.0 0.0 0.0 0.17
C -0.22793 -0.05264 3.60111 0.0 0.0 0.1 0.01
C -0.04635 0.22825 4.93519 0.0 0.0 0.0 0.01
C -0.19573 1.01707 2.55256 -0.1 0.1 0.1 0.00
O -0.17772 2.19660 2.83133 0.0 0.0 -0.1 0.00
O -0.20061 0.58715 1.31028 0.0 0.0 -0.1 0.00
H -0.26601 -2.92500 6.09046 0.0 0.0 0.0 0.00
H -0.55331 -3.31075 3.60190 0.0 0.0 0.0 0.00
H 0.11538 1.24172 5.27592 0.0 0.0 0.0 0.00
N -0.31251 -3.36322 0.46074 -0.4 0.1 0.2 0.01
C 0.05049 -4.46537 0.62162 0.3 -0.1 0.0 0.01
N 0.40517 -5.66943 0.80884 0.0 0.0 -0.2 0.02
C 1.41238 -6.13294 0.06738 0.0 0.0 0.0 0.00
N 2.27959 -6.57418 -0.55707 0.0 0.0 0.0 0.01
```
Forces are in eV/Å.



Computed values of energy relative to the best compared isomer or geometry (same formula, charge and spin) (unit: kcal/mol) for the preceding records, in sequence: 33.5 15.0.